No. 1
{
  "formula": "C3H5N2",
  "method": "wB97M-V/def2-TZVPD",
  "energy_ha": -226.28019,
  "e_above_lowest_kcal_mol": 195.9,
  "charge": 1,
  "multiplicity": 1,
  "species": ["C", "C", "C", "N", "N", "H", "H", "H", "H", "H"],
  "xyz": [[-1.04, 1.14, 0.71], [0.23, -0.07, -0.57], [-0.91, -0.65, -0.13], [0.15, 1.09, 0.03], [-1.73, 0.02, 0.64], [1.05, -0.22, -1.29], [1.91, -1.92, -0.22], [2.08, -1.22, -0.50], [0.84, 1.87, 0.12], [-2.58, -0.05, 1.23]]
}

No. 2
{
  "formula": "C44H122N10O12",
  "method": "wB97M-V/def2-TZVPD",
  "energy_ha": -3199.77222,
  "e_above_lowest_kcal_mol": 31.5,
  "multiplicity": 1,
  "smiles": "COC[C@H](C)N.COC[C@H](C)N.COC[C@H](C)N.COC[C@H](C)N.COC[C@H](C)N.COC[C@H](C)N.COC[C@H](C)N.COC[C@H](C)N.COC[C@H](C)N.COC[C@H](C)N.CCO.CCO",
  "species": ["C", "C", "O", "H", "H", "H", "H", "H", "H", "C", "C", "O", "H", "H", "H", "H", "H", "H", "C", "C", "C", "O", "C", "N", "H", "H", "H", "H", "H", "H", "H", "H", "H", "H", "H", "C", "C", "C", "O", "C", "N", "H", "H", "H", "H", "H", "H", "H", "H", "H", "H", "H", "C", "C", "C", "O", "C", "N", "H", "H", "H", "H", "H", "H", "H", "H", "H", "H", "H", "C", "C", "C", "O", "C", "N", "H", "H", "H", "H", "H", "H", "H", "H", "H", "H", "H", "C", "C", "C", "O", "C", "N", "H", "H", "H", "H", "H", "H", "H", "H", "H", "H", "H", "C", "C", "C", "O", "C", "N", "H", "H", "H", "H", "H", "H", "H", "H", "H", "H", "H", "C", "C", "C", "O", "C", "N", "H", "H", "H", "H", "H", "H", "H", "H", "H", "H", "H", "C", "C", "C", "O", "C", "N", "H", "H", "H", "H", "H", "H", "H", "H", "H", "H", "H", "C", "C", "C", "O", "C", "N", "H", "H", "H", "H", "H", "H", "H", "H", "H", "H", "H", "C", "C", "C", "O", "C", "N", "H", "H", "H", "H", "H", "H", "H", "H", "H", "H", "H"],
  "xyz": [[-0.48, 6.51, -4.07], [0.67, 5.92, -3.23], [0.87, 6.76, -2.08], [-0.80, 5.78, -4.81], [-0.08, 7.37, -4.60], [-1.30, 6.87, -3.44], [1.60, 5.88, -3.80], [0.43, 4.90, -2.93], [0.11, 6.61, -1.51], [-2.43, 1.91, -6.43], [-0.96, 1.98, -6.05], [-0.23, 1.81, -7.22], [-2.68, 0.93, -6.85], [-2.70, 2.74, -7.08], [-2.96, 2.01, -5.48], [-0.68, 1.20, -5.34], [-0.81, 2.94, -5.56], [0.54, 2.37, -7.08], [3.83, -1.82, -3.92], [2.33, -1.58, -3.74], [1.61, -1.68, -5.12], [0.24, -1.29, -5.01], [-0.55, -1.66, -6.12], [1.91, -2.61, -2.81], [4.39, -1.71, -3.00], [4.29, -1.18, -4.66], [3.92, -2.84, -4.30], [2.07, -0.62, -3.30], [1.68, -2.69, -5.52], [2.12, -1.13, -5.92], [-1.58, -1.37, -5.92], [-0.56, -2.75, -6.12], [-0.32, -1.31, -7.13], [2.62, -2.64, -2.09], [1.88, -3.52, -3.25], [-0.12, -1.18, 1.35], [0.05, 0.22, 0.74], [-0.21, 0.26, -0.72], [0.07, 1.52, -1.31], [0.03, 1.66, -2.67], [-0.96, 1.05, 1.41], [-1.14, -1.54, 1.23], [0.03, -1.13, 2.43], [0.59, -1.93, 0.99], [1.10, 0.50, 0.86], [-1.24, -0.01, -0.96], [0.51, -0.41, -1.19], [0.05, 2.73, -2.88], [-0.87, 1.21, -3.08], [0.92, 1.21, -3.13], [-0.96, 1.02, 2.42], [-1.89, 0.78, 1.14], [-0.55, -4.54, 8.33], [0.84, -4.07, 8.03], [0.85, -2.70, 7.25], [0.00, -2.78, 6.10], [0.61, -3.41, 4.99], [1.49, -3.97, 9.32], [-1.03, -4.90, 7.42], [-1.21, -3.79, 8.77], [-0.60, -5.41, 8.98], [1.45, -4.77, 7.47], [1.88, -2.40, 7.05], [0.39, -1.93, 7.87], [0.30, -2.89, 4.08], [0.21, -4.42, 4.96], [1.70, -3.43, 5.06], [1.19, -3.15, 9.83], [1.22, -4.76, 9.89], [2.60, -4.82, 0.42], [4.10, -4.75, 0.06], [4.82, -6.09, 0.13], [4.56, -6.79, 1.35], [5.18, -6.27, 2.49], [4.30, -4.06, -1.20], [2.10, -3.85, 0.33], [2.48, -5.21, 1.43], [2.10, -5.60, -0.14], [4.55, -4.16, 0.85], [5.89, -5.97, -0.02], [4.51, -6.68, -0.73], [5.02, -6.98, 3.30], [4.78, -5.29, 2.75], [6.26, -6.12, 2.50], [5.24, -4.29, -1.49], [3.63, -4.46, -1.84], [-3.59, -2.48, 2.75], [-4.04, -1.12, 2.16], [-5.41, -1.23, 1.37], [-5.50, -0.22, 0.41], [-6.74, -0.05, -0.25], [-4.06, -0.08, 3.23], [-4.21, -2.78, 3.60], [-2.56, -2.51, 3.10], [-3.66, -3.24, 1.98], [-3.27, -0.87, 1.43], [-6.25, -1.21, 2.07], [-5.46, -2.18, 0.83], [-6.65, 0.88, -0.82], [-7.59, 0.00, 0.44], [-6.88, -0.84, -0.99], [-3.13, 0.09, 3.60], [-4.23, 0.83, 2.83], [3.01, 1.90, -5.55], [2.51, 3.37, -5.72], [3.54, 4.42, -5.70], [2.99, 5.67, -6.06], [3.87, 6.78, -6.04], [1.93, 3.41, -7.05], [2.15, 1.23, -5.67], [3.41, 1.84, -4.54], [3.81, 1.68, -6.26], [1.78, 3.66, -4.96], [4.34, 4.15, -6.40], [3.93, 4.51, -4.68], [3.27, 7.66, -6.27], [4.74, 6.80, -6.70], [4.26, 6.90, -5.03], [2.09, 4.38, -7.27], [2.51, 2.86, -7.68], [-3.88, 2.41, -0.55], [-3.27, 3.73, 0.01], [-3.99, 4.21, 1.35], [-3.84, 3.27, 2.33], [-4.67, 3.47, 3.49], [-1.84, 3.66, 0.17], [-3.37, 2.24, -1.50], [-4.95, 2.53, -0.68], [-3.74, 1.56, 0.11], [-3.52, 4.41, -0.80], [-5.03, 4.47, 1.12], [-3.49, 5.14, 1.63], [-4.50, 4.41, 4.01], [-4.37, 2.73, 4.22], [-5.73, 3.27, 3.30], [-1.65, 2.88, 0.78], [-1.51, 3.25, -0.70], [3.31, 2.31, 2.26], [2.43, 3.32, 1.45], [2.49, 3.08, -0.06], [3.81, 3.21, -0.51], [3.88, 2.85, -1.90], [1.07, 3.22, 2.00], [4.38, 2.45, 2.10], [2.99, 1.32, 1.96], [3.16, 2.41, 3.34], [2.78, 4.33, 1.63], [1.81, 3.83, -0.47], [2.18, 2.06, -0.28], [4.82, 3.06, -2.42], [3.11, 3.36, -2.47], [3.60, 1.81, -2.06], [0.55, 3.96, 1.54], [0.61, 2.33, 1.85], [0.64, 0.97, 4.81], [-0.78, 0.62, 5.23], [-1.10, 0.86, 6.73], [-2.40, 0.65, 7.14], [-2.95, -0.68, 6.99], [-1.69, 1.33, 4.35], [1.33, 0.22, 5.19], [0.95, 1.93, 5.22], [0.80, 1.04, 3.73], [-0.92, -0.45, 5.09], [-0.90, 1.91, 6.92], [-0.42, 0.30, 7.37], [-3.17, -0.94, 5.95], [-3.83, -0.71, 7.64], [-2.23, -1.38, 7.40], [-2.55, 1.29, 4.87], [-1.55, 2.33, 4.33], [-3.00, -2.30, -1.78], [-1.62, -2.98, -1.76], [-1.42, -4.32, -1.04], [-1.71, -4.22, 0.36], [-1.27, -5.31, 1.12], [-1.22, -3.09, -3.21], [-3.03, -1.35, -2.32], [-3.38, -2.18, -0.76], [-3.74, -2.97, -2.22], [-0.89, -2.36, -1.25], [-0.41, -4.73, -1.09], [-2.12, -5.05, -1.43], [-0.19, -5.46, 1.09], [-1.84, -6.23, 0.97], [-1.47, -4.88, 2.10], [-0.45, -3.74, -3.27], [-0.83, -2.25, -3.61]]
}

No. 3
{
  "formula": "C32H67N3O27",
  "method": "wB97M-V/def2-TZVPD",
  "energy_ha": -3455.14784,
  "multiplicity": 1,
  "smiles": "COC(=O)OC.COC(=O)OC.COC(=O)OC.COC(=O)OC.COC(=O)OC.COC(=O)OC.COC(=O)OC.COC(=O)OC.CNC(C)=O.CNC(C)=O.CC(N)=O",
  "species": ["C", "O", "C", "O", "O", "C", "H", "H", "H", "H", "H", "H", "C", "O", "C", "O", "O", "C", "H", "H", "H", "H", "H", "H", "C", "O", "C", "O", "O", "C", "H", "H", "H", "H", "H", "H", "C", "O", "C", "O", "O", "C", "H", "H", "H", "H", "H", "H", "C", "O", "C", "O", "O", "C", "H", "H", "H", "H", "H", "H", "C", "O", "C", "O", "O", "C", "H", "H", "H", "H", "H", "H", "C", "O", "C", "O", "O", "C", "H", "H", "H", "H", "H", "H", "C", "O", "C", "O", "O", "C", "H", "H", "H", "H", "H", "H", "C", "C", "O", "N", "C", "H", "H", "H", "H", "H", "H", "H", "C", "C", "O", "N", "C", "H", "H", "H", "H", "H", "H", "H", "O", "C", "N", "C", "H", "H", "H", "H", "H"],
  "xyz": [[16.81, 41.53, -24.38], [16.31, 42.84, -24.23], [16.22, 43.35, -23.03], [17.00, 43.07, -22.07], [15.40, 44.43, -23.10], [15.25, 45.34, -22.06], [16.18, 40.89, -23.76], [17.82, 41.40, -23.99], [16.75, 41.23, -25.43], [14.66, 44.95, -21.23], [14.91, 46.26, -22.53], [16.24, 45.46, -21.62], [14.27, 32.15, -22.45], [14.69, 33.51, -22.27], [14.11, 34.43, -23.04], [13.39, 34.26, -24.03], [14.68, 35.59, -22.80], [14.21, 36.80, -23.40], [14.86, 31.47, -21.83], [14.36, 31.81, -23.49], [13.32, 31.87, -22.00], [13.21, 36.96, -23.02], [14.08, 36.73, -24.48], [14.74, 37.73, -23.20], [17.84, 40.78, -16.19], [16.78, 41.68, -16.01], [15.66, 41.09, -15.44], [15.53, 39.97, -15.01], [14.71, 42.01, -15.51], [13.59, 42.01, -14.67], [18.50, 41.20, -16.96], [17.43, 39.85, -16.60], [18.48, 40.55, -15.34], [12.99, 41.19, -15.06], [12.98, 42.91, -14.82], [13.70, 41.76, -13.62], [19.35, 38.64, -28.27], [18.50, 37.94, -27.43], [18.64, 38.08, -26.04], [19.40, 38.88, -25.42], [17.64, 37.30, -25.39], [17.58, 37.33, -24.03], [18.96, 39.61, -28.58], [19.58, 38.02, -29.13], [20.31, 38.88, -27.81], [17.31, 36.40, -23.53], [16.85, 38.11, -23.79], [18.60, 37.57, -23.76], [17.68, 44.98, -16.24], [18.40, 43.98, -16.88], [18.13, 43.73, -18.04], [17.20, 44.06, -18.77], [19.00, 42.87, -18.45], [19.15, 42.35, -19.76], [18.26, 45.49, -15.48], [16.80, 44.53, -15.78], [17.42, 45.81, -16.89], [20.04, 42.81, -20.20], [18.33, 42.77, -20.35], [19.11, 41.27, -19.84], [19.89, 38.99, -21.80], [21.10, 38.95, -21.18], [21.08, 38.98, -19.83], [20.13, 39.00, -19.04], [22.42, 38.97, -19.43], [22.76, 39.26, -18.16], [19.06, 39.46, -21.28], [19.46, 38.01, -22.02], [19.99, 39.52, -22.74], [22.37, 38.48, -17.51], [22.57, 40.29, -17.86], [23.85, 39.26, -18.13], [22.21, 37.11, -14.65], [21.13, 36.72, -15.44], [20.03, 37.49, -15.59], [19.94, 38.62, -15.32], [19.14, 36.78, -16.25], [17.92, 37.35, -16.71], [22.02, 37.14, -13.58], [22.64, 38.02, -15.06], [22.83, 36.29, -15.00], [17.39, 37.90, -15.93], [17.21, 36.62, -17.09], [18.11, 38.13, -17.45], [12.08, 39.00, -21.32], [11.27, 39.82, -20.51], [10.17, 40.22, -21.03], [9.86, 40.09, -22.23], [9.43, 40.87, -20.08], [8.22, 41.59, -20.46], [12.95, 39.59, -21.59], [11.53, 38.51, -22.12], [12.46, 38.15, -20.75], [8.01, 41.49, -21.52], [8.32, 42.66, -20.27], [7.38, 41.09, -20.00], [12.98, 38.48, -17.58], [13.71, 37.12, -17.57], [13.86, 36.51, -16.54], [14.10, 36.61, -18.77], [14.36, 35.20, -19.07], [13.14, 38.99, -18.53], [13.56, 39.01, -16.82], [11.90, 38.55, -17.41], [14.51, 37.29, -19.40], [13.68, 34.96, -19.88], [14.12, 34.50, -18.26], [15.41, 35.02, -19.30], [16.34, 40.68, -20.03], [16.25, 39.16, -20.07], [15.15, 38.60, -20.14], [17.39, 38.46, -20.12], [17.43, 36.97, -20.26], [15.32, 41.04, -20.13], [17.08, 41.04, -20.75], [16.71, 40.77, -19.01], [18.25, 38.91, -19.84], [17.39, 36.38, -19.35], [18.38, 36.56, -20.59], [16.68, 36.64, -20.98], [18.48, 33.95, -18.89], [18.14, 33.14, -19.71], [18.51, 33.13, -20.94], [17.15, 32.08, -19.28], [18.26, 32.43, -21.62], [18.98, 33.95, -21.28], [16.85, 32.20, -18.24], [17.64, 31.11, -19.22], [16.28, 31.92, -19.92]]
}

No. 4
{
  "formula": "C3H2NO3",
  "method": "wB97M-V/def2-TZVPD",
  "energy_ha": -396.02875,
  "e_above_lowest_kcal_mol": 29.5,
  "charge": -1,
  "multiplicity": 1,
  "smiles": "O=C/N=C(/[O-])C=O",
  "species": ["C", "C", "C", "N", "O", "O", "O", "H", "H"],
  "xyz": [[1.49, -0.87, -0.26], [-0.59, 0.46, 0.66], [1.61, 0.56, 0.13], [0.49, 1.17, 0.53], [1.81, -1.74, 0.51], [-0.83, -0.72, 0.46], [2.77, 1.11, -0.05], [1.08, -1.13, -1.34], [-1.30, 1.28, 1.02]]
}